1.
C5H10O2 | wB97M-V/def2-TZVPD

Atoms and positions in Å:
C (-1.832900, -0.352391, -0.150436)
C (-0.581371, 0.103418, 0.571838)
C (0.337360, 1.161204, -0.101552)
O (0.266362, 1.206584, -1.508555)
C (1.555521, 0.322360, 0.315674)
C (0.618110, -0.867587, 0.629509)
O (0.515272, -1.822788, -0.401901)
H (-2.575539, 0.453434, -0.203954)
H (-2.288204, -1.199243, 0.374310)
H (-1.587291, -0.671276, -1.165822)
H (-0.816877, 0.437204, 1.589157)
H (0.278146, 2.172043, 0.326344)
H (-0.542927, 1.671969, -1.751184)
H (2.063361, 0.715030, 1.202641)
H (2.282867, 0.158239, -0.485034)
H (0.778258, -1.361128, 1.598999)
H (1.391258, -2.198514, -0.549065)

Force components x, y, z for each atom (eV/Å):
0.0 0.0 0.0
-0.1 0.0 0.0
0.1 0.1 0.3
-0.2 0.2 -0.1
0.1 0.0 0.0
0.0 0.1 0.3
0.2 -0.2 -0.1
0.1 -0.1 0.0
0.0 0.1 -0.1
-0.1 0.0 0.1
0.0 0.0 -0.1
0.0 -0.1 -0.1
0.1 -0.1 -0.1
-0.1 -0.1 -0.1
-0.1 0.0 0.1
0.0 0.1 -0.1
-0.1 0.0 0.0

Values from the calculation:
SMILES: C[C@@H]1[C@H](O)C[C@@H]1O
total charge: 0
lowest unoccupied orbital energy: 0.892 eV
energy relative to the best compared isomer or geometry (same formula, charge and spin): 43.8 kcal/mol
E_HOMO: -9.50 eV

2.
C37H47N2PS2Tc | wB97M-V/def2-TZVPD

Atoms and positions in Å:
Tc (-0.374802, 0.288080, -0.521772)
C (-4.000195, 2.806653, 2.143844)
C (-3.243643, 2.525078, 0.836065)
C (-2.652573, 3.821579, 0.281331)
C (-2.205909, 1.478890, 1.123134)
C (-2.464066, 0.120308, 0.906877)
C (-1.537946, -0.898172, 1.225775)
C (-2.107803, -2.304440, 1.205761)
C (-2.860549, -2.480636, 2.534634)
C (-1.133606, -3.453857, 0.975348)
C (-0.261065, -0.499334, 1.715347)
C (-0.100792, 0.844571, 2.200450)
C (-1.028663, 1.807806, 1.810651)
C (0.892933, 1.195437, 3.278453)
C (1.345145, 2.659189, 3.306266)
C (0.192504, 0.911875, 4.620810)
C (0.860317, -1.455061, 1.954712)
C (0.920838, -2.151382, 3.157601)
C (1.998685, -2.960294, 3.467637)
C (3.052177, -3.056253, 2.576393)
C (2.998608, -2.391807, 1.363608)
C (1.902323, -1.598635, 1.020324)
P (1.819675, -0.756948, -0.625743)
C (2.152908, -2.046591, -1.993162)
C (2.197239, -1.262091, -3.305403)
C (3.427037, -2.872778, -1.809681)
C (1.006986, -3.055030, -2.034474)
C (3.189077, 0.576891, -0.602456)
C (2.927526, 1.630967, -1.676875)
C (4.618261, 0.065036, -0.733515)
C (3.030394, 1.249145, 0.758104)
H (-4.819526, 3.489857, 1.943426)
H (-3.346939, 3.265484, 2.882537)
H (-4.409714, 1.888990, 2.561770)
H (-3.960984, 2.119630, 0.113968)
H (-2.001760, 4.307651, 1.004604)
H (-3.460614, 4.512427, 0.052442)
H (-2.085709, 3.641370, -0.633514)
H (-3.441573, -0.166133, 0.536606)
H (-2.845641, -2.344857, 0.391819)
H (-2.168089, -2.446000, 3.373543)
H (-3.362216, -3.444511, 2.546417)
H (-3.611687, -1.707064, 2.676257)
H (-0.524529, -3.665776, 1.847795)
H (-0.483786, -3.233297, 0.133238)
H (-1.700503, -4.351281, 0.741909)
H (-0.889031, 2.823984, 2.139730)
H (1.765882, 0.543501, 3.208042)
H (0.574762, 3.298287, 3.736336)
H (1.609459, 3.049836, 2.325521)
H (2.220541, 2.745627, 3.946708)
H (-0.721755, 1.495640, 4.706286)
H (0.855704, 1.202754, 5.431256)
H (-0.053785, -0.137863, 4.741779)
H (0.103197, -2.070182, 3.857870)
H (2.015468, -3.496414, 4.403779)
H (3.912769, -3.656599, 2.822395)
H (3.833327, -2.487223, 0.690971)
H (3.140040, -0.736660, -3.429928)
H (1.373369, -0.548153, -3.360458)
H (2.106615, -1.950097, -4.143167)
H (4.311442, -2.296699, -1.571040)
H (3.619172, -3.377586, -2.755534)
H (3.283351, -3.643908, -1.055876)
H (0.037448, -2.583053, -2.173704)
H (0.994931, -3.669280, -1.136716)
H (1.172916, -3.725013, -2.876927)
H (3.039709, 1.253111, -2.687369)
H (3.644046, 2.439847, -1.551822)
H (1.931587, 2.056116, -1.573746)
H (4.834300, -0.320528, -1.723781)
H (4.860147, -0.676485, 0.021450)
H (5.285549, 0.909968, -0.572129)
H (2.005563, 1.607297, 0.861808)
H (3.705405, 2.099123, 0.830913)
H (3.268142, 0.564730, 1.568626)
S (-0.437965, 2.020678, -2.099432)
C (-1.624785, 1.576033, -3.301703)
C (-2.030835, 2.499919, -4.258229)
C (-3.010144, 2.153000, -5.181769)
C (-3.457340, 3.110534, -6.127274)
N (-3.835568, 3.885813, -6.876205)
C (-3.575573, 0.858206, -5.168794)
C (-3.132574, -0.076500, -4.237924)
C (-2.170739, 0.281638, -3.299455)
S (-1.670529, -0.870154, -2.089112)
C (-4.616814, 0.531339, -6.077324)
N (-5.469942, 0.293991, -6.800151)
H (-1.599211, 3.490127, -4.267743)
H (-3.546005, -1.073386, -4.229015)

Force components x, y, z for each atom (eV/Å):
-1.7 0.6 -0.2
0.0 -0.2 -0.1
-0.1 0.3 0.0
-0.1 -0.2 -0.2
-0.1 0.0 -0.2
0.2 0.0 -0.1
-0.2 0.0 0.3
0.1 -0.3 -0.2
0.0 0.1 -0.1
-0.1 0.1 -0.1
-0.1 -0.3 0.0
-0.1 0.1 -0.2
0.1 -0.2 -0.2
0.4 0.2 0.0
0.0 -0.1 -0.2
0.0 -0.2 -0.1
0.4 -0.2 0.0
-0.1 0.1 0.0
-0.1 0.1 0.0
0.0 0.0 0.0
0.0 0.1 -0.1
-0.3 0.1 -0.1
1.0 -0.4 0.0
-0.4 0.1 0.1
0.0 0.1 0.1
0.1 0.1 0.2
-0.1 0.1 0.1
-0.3 0.1 0.1
-0.1 0.0 0.0
-0.1 -0.2 0.0
0.0 -0.2 -0.1
-0.1 0.1 0.0
0.1 0.1 0.1
-0.1 0.0 0.1
0.1 0.0 0.0
0.1 0.1 0.1
0.0 0.1 0.0
0.0 0.1 0.1
0.1 0.0 -0.1
0.1 0.2 0.1
0.0 0.0 0.1
0.0 -0.1 0.0
-0.1 0.1 0.1
0.0 0.0 0.0
0.1 -0.1 0.0
-0.1 -0.1 0.0
0.1 0.2 -0.1
-0.1 0.0 -0.1
0.0 0.1 0.0
0.0 0.0 0.0
0.0 0.0 0.0
-0.1 0.1 0.0
0.1 0.0 0.1
-0.1 -0.1 0.1
-0.1 0.0 0.1
0.0 -0.1 0.1
0.1 -0.1 0.0
0.1 0.0 -0.1
0.0 0.1 0.0
0.0 0.1 -0.2
0.0 -0.1 0.0
0.1 0.0 0.0
0.0 -0.1 -0.1
0.1 0.0 0.0
0.1 -0.2 0.0
0.0 0.0 0.1
0.0 0.0 -0.1
0.0 0.0 -0.1
0.1 0.1 0.1
0.2 0.1 0.0
0.0 -0.1 -0.1
0.1 -0.1 0.0
0.0 0.1 0.0
0.0 0.1 0.2
0.0 0.1 -0.1
0.0 0.0 0.1
0.2 -0.6 0.4
-0.2 -0.4 0.0
0.0 -0.1 0.0
0.2 -0.6 0.5
0.0 0.0 0.1
-0.2 0.5 -0.5
0.6 0.2 0.5
0.0 0.1 0.0
0.1 0.6 -0.1
0.6 0.5 0.7
0.1 0.0 0.0
-0.4 -0.2 -0.4
0.0 0.1 -0.1
-0.1 -0.1 0.0

Values from the calculation:
multiplicity: 4
total charge: +2
lowest unoccupied orbital energy (spin up / spin down): -7.633 / -8.675 eV
energy relative to the best compared isomer or geometry (same formula, charge and spin): 29.9 kcal/mol
E_HOMO (spin up / spin down): -13.92 / -14.47 eV

3.
C6H11N | wB97M-V/def2-TZVPD

Atoms and positions in Å:
C (1.567340, 2.254302, -0.775545)
C (0.507052, 1.482736, -0.480275)
C (0.491158, 0.102608, -0.032439)
N (1.778683, -0.559845, -0.231110)
C (-0.643978, -0.540683, 0.390838)
C (-0.633557, -1.966744, 0.817208)
C (-1.949489, 0.161837, 0.174695)
H (1.486852, 3.120890, -1.412837)
H (2.540720, 1.799724, -0.640626)
H (-0.434164, 1.760298, -0.956068)
H (2.462787, -0.069986, 0.344292)
H (1.685557, -1.487837, 0.109778)
H (-0.934373, -2.485935, -0.121885)
H (-1.333014, -2.249365, 1.598104)
H (0.347651, -2.346503, 1.047373)
H (-2.806995, -0.291165, 0.679960)
H (-2.006410, 1.228012, 0.388953)
H (-2.125820, 0.087655, -0.900413)

Force components x, y, z for each atom (eV/Å):
-0.4 -1.6 -0.1
-0.4 0.8 -1.9
0.5 -1.3 0.6
-1.2 1.2 0.7
1.8 1.8 0.0
-0.5 -0.4 -1.7
-0.8 -0.1 -0.3
-0.1 0.3 0.3
0.3 0.5 0.2
0.0 0.5 0.7
0.1 -0.3 -0.2
0.3 -0.8 0.3
0.0 -0.4 0.7
-0.1 0.3 0.1
0.3 -0.1 0.3
0.2 -0.2 0.0
0.4 -0.1 0.3
-0.5 0.0 -0.1

Values from the calculation:
SMILES: C=CC(N)=C(C)C
total charge: 0
lowest unoccupied orbital energy: 0.937 eV
energy relative to the best compared isomer or geometry (same formula, charge and spin): 37.2 kcal/mol
E_HOMO: -7.86 eV

4.
C32H51CoGeNO2 | wB97M-V/def2-TZVPD

Atoms and positions in Å:
Co (-11.177766, -6.061205, 12.753554)
C (-11.500516, -13.081161, 12.231138)
C (-12.494696, -12.396112, 11.245686)
C (-12.293058, -12.902972, 9.819906)
C (-13.902919, -12.738381, 11.780577)
C (-12.306835, -10.910421, 11.266241)
C (-12.018447, -10.252862, 12.408454)
C (-11.766078, -8.810112, 12.383061)
N (-11.669071, -7.991017, 13.298657)
C (-11.796386, -8.179113, 14.743246)
C (-12.463299, -9.121250, 15.465588)
C (-12.457936, -9.124772, 16.900973)
C (-11.922031, -7.986987, 17.486203)
C (-11.288712, -6.949330, 16.892981)
C (-11.197190, -6.966379, 15.435691)
O (-10.730550, -6.050509, 14.739906)
C (-11.044755, -5.574761, 17.646319)
C (-11.300627, -5.784761, 19.147413)
C (-11.901120, -4.512849, 16.991597)
C (-9.559503, -5.271055, 17.370875)
C (-13.293085, -10.142951, 17.718249)
C (-14.445358, -9.238165, 18.244099)
C (-13.793351, -11.353080, 16.878547)
C (-12.394452, -10.762587, 18.818601)
C (-11.412733, -8.239300, 10.976484)
O (-10.908080, -7.109080, 10.968381)
C (-11.789325, -9.007253, 9.762955)
C (-12.291925, -10.154863, 10.039379)
C (-11.471972, -8.541494, 8.374646)
C (-11.794392, -9.760956, 7.400524)
C (-12.318266, -7.339346, 8.073421)
C (-9.973659, -8.320924, 8.232167)
H (-11.704484, -14.141139, 12.171825)
H (-11.686484, -12.703516, 13.249999)
H (-10.433498, -12.993420, 11.978512)
H (-12.076470, -13.926946, 9.992607)
H (-11.402552, -12.498046, 9.367635)
H (-13.153208, -12.823699, 9.129070)
H (-13.926709, -13.814499, 11.926965)
H (-14.688541, -12.298067, 11.140401)
H (-14.077431, -12.314693, 12.820083)
H (-12.202975, -10.768375, 13.336033)
H (-12.914855, -9.957943, 14.897663)
H (-12.121818, -8.010743, 18.576785)
H (-12.347368, -6.019545, 19.363778)
H (-11.008266, -4.940207, 19.738599)
H (-10.770602, -6.671788, 19.495049)
H (-12.970145, -4.673648, 17.127425)
H (-11.701310, -4.200477, 15.973873)
H (-11.798291, -3.662400, 17.674407)
H (-8.901746, -5.977837, 17.932522)
H (-9.340973, -4.343098, 17.926871)
H (-9.315869, -4.987433, 16.341451)
H (-15.125558, -8.874442, 17.459900)
H (-14.083209, -8.371403, 18.726351)
H (-14.960305, -9.803974, 19.048205)
H (-14.455379, -11.203719, 16.069927)
H (-14.280972, -12.171366, 17.422209)
H (-12.901489, -11.806836, 16.413262)
H (-11.992312, -10.136611, 19.647722)
H (-11.559602, -11.355792, 18.425122)
H (-13.143267, -11.396356, 19.384172)
H (-12.728045, -10.701186, 9.230147)
H (-12.841699, -10.096701, 7.312060)
H (-11.139140, -10.667552, 7.630324)
H (-11.480080, -9.586914, 6.377769)
H (-13.403941, -7.545567, 8.076973)
H (-12.007820, -6.905379, 7.074317)
H (-12.089867, -6.635095, 8.877445)
H (-9.363137, -9.114344, 8.649096)
H (-9.643038, -7.479963, 8.768569)
H (-9.679602, -8.185602, 7.163429)
C (-10.248124, -1.814737, 11.100113)
Ge (-10.512547, -3.164733, 12.523724)
C (-8.841026, -4.192278, 12.308405)
C (-10.537846, -2.501360, 14.330254)
C (-12.148961, -4.327257, 12.121533)
H (-9.429698, -1.069418, 11.096305)
H (-11.248449, -1.343579, 11.021865)
H (-10.105878, -2.312390, 10.178287)
H (-8.597284, -4.486091, 11.342749)
H (-8.677999, -4.978623, 13.010009)
H (-8.169633, -3.365493, 12.545198)
H (-9.919043, -3.219494, 14.878423)
H (-11.569547, -2.460477, 14.778886)
H (-10.156840, -1.534940, 14.388647)
H (-12.331503, -4.270396, 11.031113)
H (-13.075338, -4.051874, 12.580514)

Force components x, y, z for each atom (eV/Å):
-0.8 1.2 -0.3
0.0 0.3 -0.4
-0.2 0.4 0.4
-0.4 -0.4 0.3
-0.1 0.9 1.0
0.8 1.2 1.5
-0.9 0.5 0.3
0.0 -3.7 -3.3
-0.1 1.8 4.2
0.6 1.9 -0.9
0.1 -1.6 -0.6
-0.9 -0.6 -2.5
-0.1 -0.8 2.5
-0.7 2.0 -0.1
-0.7 -1.8 -0.1
0.4 0.4 0.2
1.0 -2.5 -1.6
-0.4 -0.6 -0.7
-1.0 1.0 1.6
0.5 1.3 2.0
0.6 1.0 -0.8
-0.5 -1.7 0.5
1.4 -0.5 0.3
-1.5 -0.3 1.7
-0.1 1.0 0.1
-0.1 -0.8 -0.4
2.2 3.1 1.2
-2.0 -3.7 -0.4
-0.7 -2.5 -1.3
0.9 -0.8 0.1
0.3 1.1 -1.0
0.4 -0.1 -1.1
-0.2 -0.3 0.3
0.3 -0.4 -0.4
-0.3 0.4 0.0
0.0 -1.3 -0.5
0.3 0.3 -0.2
0.4 0.1 0.5
-0.6 -0.2 -0.5
0.2 -0.7 0.2
0.4 -0.3 -1.1
0.5 0.1 0.2
0.1 0.7 0.7
0.6 0.6 -0.8
-0.1 0.4 -0.2
0.2 0.5 0.2
0.4 0.2 0.1
-0.2 -0.6 -0.3
0.3 -0.3 0.1
0.4 0.4 -0.4
-0.3 0.1 -1.2
-0.1 0.0 -0.1
0.0 -0.9 0.2
0.1 -0.6 0.2
0.6 0.9 0.6
-0.2 0.3 -0.7
-0.9 1.0 -0.9
0.3 0.5 0.6
-0.2 0.0 0.2
-0.2 0.3 -1.0
-0.4 0.0 0.0
1.2 0.1 -0.6
0.1 -0.2 -0.4
0.3 0.3 0.4
-0.9 1.1 0.2
0.0 0.8 -0.2
0.5 0.0 -0.1
-0.5 -0.3 1.1
-0.3 0.4 -0.4
-0.2 -0.6 -0.1
0.3 1.5 0.6
-0.3 -0.1 0.8
-0.9 0.8 0.7
-0.9 -0.4 -1.5
-0.6 1.3 1.5
-1.6 -1.5 0.6
2.0 -0.5 -0.6
-0.5 -0.3 0.7
0.7 0.3 -0.1
0.0 -0.9 -1.0
0.2 -0.7 -1.9
0.3 -0.7 0.6
0.4 -0.2 0.2
-0.1 0.4 0.3
1.0 -0.2 -0.5
0.9 1.6 0.2
0.2 -0.2 0.4
-0.4 0.3 0.7

Values from the calculation:
multiplicity: 5
total charge: +1
lowest unoccupied orbital energy (spin up / spin down): -4.679 / -5.446 eV
energy relative to the best compared isomer or geometry (same formula, charge and spin): 50.9 kcal/mol
E_HOMO (spin up / spin down): -10.22 / -10.78 eV

5.
C18H18Cl3FN2O | wB97M-V/def2-TZVPD

Atoms and positions in Å:
O (-1.259806, 0.707526, 3.016855)
F (-1.716888, -0.664340, -3.909736)
Cl (1.597620, 2.972449, -1.886062)
Cl (0.700338, 4.385477, 0.141655)
Cl (2.741284, 2.481622, 0.734126)
C (-0.734962, 0.587155, 1.923586)
C (4.158853, -2.271839, 1.855960)
C (3.573326, -2.507593, 3.039956)
C (3.447007, -2.047875, 0.731020)
C (-2.574692, 2.481920, -2.631238)
C (2.199611, -2.309442, 3.186520)
C (2.037337, -1.828496, 0.860083)
C (-1.690933, 2.648944, -1.551141)
C (-0.923717, 0.421786, -2.033200)
C (-1.736920, 0.369163, -3.106317)
C (-2.578654, 1.381877, -3.464639)
C (1.425453, -1.919187, 2.156508)
C (-0.796412, 1.597755, -1.266246)
N (-0.446984, -0.679346, 1.442975)
N (-0.578128, 1.709567, 1.089963)
C (-3.476739, 1.470751, -4.699153)
C (-0.917091, -2.792113, 2.067168)
C (1.188507, 2.683702, -0.251579)
C (-0.026999, -1.677951, 2.412431)
C (0.160674, 1.651331, -0.167732)
H (5.256972, -2.274298, 1.880965)
H (4.154496, -2.645245, 3.984157)
H (4.009442, -2.131556, -0.230552)
H (-3.259963, 3.236243, -2.869847)
H (1.714894, -2.435616, 4.131012)
H (1.479878, -1.795827, -0.053067)
H (-1.620905, 3.554522, -0.864594)
H (-0.276543, -0.418404, -1.706203)
H (-0.329772, -0.811333, 0.415513)
H (-1.048407, 2.601505, 1.363353)
H (-4.242000, 0.724032, -4.616770)
H (-2.864711, 1.085821, -5.507806)
H (-3.914803, 2.369470, -4.974769)
H (-0.757670, -3.246312, 1.111919)
H (-1.964270, -2.380559, 2.119668)
H (-0.701155, -3.558603, 2.765130)
H (-0.158634, -1.441361, 3.459337)
H (0.752067, 0.714682, -0.099213)

Force components x, y, z for each atom (eV/Å):
0.5 0.4 0.2
0.2 -2.0 -0.9
1.3 -0.9 -2.3
-0.9 0.0 1.4
-1.3 -0.7 -0.5
-1.4 0.5 -0.2
3.0 -0.3 0.6
-0.9 0.5 3.1
-2.2 0.3 -1.8
1.2 0.2 1.4
1.1 -0.5 0.8
1.7 -1.1 0.9
0.5 0.0 0.8
2.1 0.2 2.3
-0.7 0.3 -0.8
-1.2 2.3 -0.1
0.5 -0.2 -2.3
-2.2 -0.1 -2.3
0.1 3.0 -0.7
0.3 -0.2 0.7
1.9 -3.3 0.6
-1.7 -0.8 0.7
2.3 3.4 0.4
0.6 0.3 -2.5
-0.7 -1.9 2.7
-0.4 -0.2 -0.5
-0.3 -0.2 -1.1
-1.0 0.5 0.7
-0.8 1.2 -0.2
0.0 -0.1 0.7
-0.4 0.4 -0.3
-0.5 -1.1 -1.4
-0.5 0.4 -0.8
0.0 -0.2 1.8
0.7 -1.4 -0.2
-0.7 -0.4 0.1
0.0 0.2 -0.5
-0.4 1.9 0.1
0.2 0.1 -0.9
0.9 -0.9 0.2
-0.5 -1.2 0.9
-0.3 0.9 -0.1
-0.2 0.4 -0.3

Values from the calculation:
total charge: 0
lowest unoccupied orbital energy: 0.424 eV
energy relative to the best compared isomer or geometry (same formula, charge and spin): 47.9 kcal/mol
E_HOMO: -9.11 eV

6.
ClH2NO2S | wB97M-V/def2-TZVPD

Atoms and positions in Å:
N (0.100087, 0.019187, -1.526772)
O (0.894353, 0.153128, 1.111549)
O (-1.051166, 0.273011, -1.970335)
S (0.386025, 0.355430, 2.479969)
Cl (-1.439598, -0.584674, 2.593669)
H (0.798302, -0.365886, -2.160813)
H (0.311997, 0.149803, -0.527268)

Force components x, y, z for each atom (eV/Å):
0.8 -0.1 0.5
0.2 0.2 1.0
-0.7 0.2 -0.3
-0.4 -0.4 -0.5
0.4 0.3 0.1
-0.1 0.1 0.1
-0.1 -0.2 -0.9

Values from the calculation:
total charge: 0
lowest unoccupied orbital energy (spin up / spin down): -0.522 / -2.261 eV
energy relative to the best compared isomer or geometry (same formula, charge and spin): 62.3 kcal/mol
E_HOMO (spin up / spin down): -9.48 / -8.12 eV

Q: What is the formula in the second record?
A: C37H47N2PS2Tc

Q: The highest energy relative to the best compared isomer or geometry (same formula, charge and spin) belongs to which entry?
A: ClH2NO2S